C18H6CoF6I2N4O12S2 | the ωB97M-V functional and the def2-TZVPD basis

CARTESIAN COORDINATES (ANGSTROEM)
1 Co 0.8530 -0.1206 -0.2478
2 O 2.3433 3.7543 -0.0990
3 C 1.4696 2.9121 -0.0341
4 O 1.5550 1.7388 0.5098
5 C 0.0803 3.2492 -0.5534
6 C -0.3472 4.5374 -0.4111
7 C -1.6584 4.8958 -0.7567
8 C -2.5326 3.9441 -1.2266
9 C -2.1077 2.6400 -1.4165
10 C -0.7504 2.2281 -1.1250
11 O -0.3346 1.0576 -1.3783
12 N -3.1174 1.7012 -1.8689
13 O -2.7960 0.5950 -2.2739
14 O -4.2927 2.0669 -1.8305
15 N -2.1146 6.2564 -0.5858
16 O -1.3089 7.0882 -0.1982
17 O -3.2800 6.5194 -0.8563
18 H 0.3347 5.2786 -0.0194
19 H -3.5521 4.2102 -1.4543
20 F 0.7843 -1.4307 4.4094
21 C 1.6835 -1.5598 3.4273
22 F 2.8557 -1.8687 3.9786
23 F 1.2983 -2.5872 2.6430
24 S 1.7216 0.0071 2.4181
25 O 0.3580 -0.0620 1.8779
26 O 2.0367 1.0455 3.3367
27 N 2.7967 -0.5058 1.3976
28 S 3.5872 0.2714 0.2466
29 O 2.8942 0.2500 -1.0394
30 O 4.4139 1.3636 0.6176
31 C 4.8168 -1.1207 -0.0164
32 F 5.3211 -1.0634 -1.2537
33 F 4.2592 -2.3311 0.1435
34 F 5.8320 -1.0137 0.8472
35 I 2.6039 -4.7515 -1.8258
36 C 0.6918 -4.2401 -1.1997
37 C -0.3265 -5.1796 -1.1396
38 C -1.5958 -4.8163 -0.7281
39 I -3.0678 -6.3065 -0.6924
40 C -1.9164 -3.4815 -0.3476
41 C -3.1661 -3.0122 0.0979
42 C -3.3109 -1.6925 0.4381
43 C -2.2139 -0.8296 0.3282
44 N -1.0452 -1.2460 -0.1021
45 C -0.8828 -2.5301 -0.4240
46 C 0.4598 -2.8818 -0.8524
47 O 1.3350 -1.9899 -0.9001
48 H -0.1193 -6.2015 -1.4223
49 H -4.0020 -3.6948 0.1718
50 H -4.2598 -1.3071 0.7822
51 H -2.2862 0.2140 0.6081

Values from the calculation:
ΔE to the lowest compared entry with this formula, charge and spin, kcal per mole: 25.2
E, Ha: -5185.118131
LUMO (spin up / spin down), Eh: 0.027 / -0.061
Total charge: -1
2S+1: 5
HOMO energy (spin up / spin down), Eh: -0.212 / -0.213

Atomic partial charges in e from the Mulliken method, atoms 1 to 2: Co 1.766; O -0.688